This record from the Open Molecules 2025 dataset describes a gas-phase ion, C4H11N2S (charge +1) at a distorted geometry. The level of theory is ωB97M-V/def2-TZVPD.

Each line ends with the Löwdin charge.
CARTESIAN COORDINATES (ANGSTROEM)
C (2.14187, -1.17156, 0.54693)  -0.071
H (1.67414, -2.05399, 0.23169)  0.057
H (-2.95070, 1.56232, -0.40626)  0.134
N (-2.94294, -0.41348, 0.26326)  0.041
S (2.23954, 1.61531, -0.22735)  0.835
H (-0.46650, -1.08872, 0.04142)  0.134
H (-0.53578, 1.85786, -0.47686)  0.127
H (2.36270, -1.07093, 1.61906)  0.095
C (0.00875, -0.10405, -0.23488)  -0.158
N (-0.93858, 0.96473, -0.62104)  0.092
C (-2.37741, 0.83187, 0.15075)  -0.182
H (-1.12050, 0.69311, -1.56991)  0.160
H (-3.05448, -0.98139, -0.66146)  0.158
H (3.23286, 0.85507, -0.37663)  -0.188
C (1.29164, 0.05544, 0.07403)  -0.552
H (-2.15862, 1.19965, 1.12315)  0.127
H (-2.40647, -1.06240, 0.83865)  0.090
H (3.23310, -1.07172, 0.18515)  0.101

Atomic forces in eV per Å
1.957 3.324 -0.032
-0.381 -1.401 -0.110
-0.352 -0.128 -0.084
0.356 -2.937 -2.701
-2.951 -0.238 0.769
0.393 1.312 -0.733
0.369 1.293 -0.322
-0.795 -0.351 -0.054
-0.349 -1.021 1.864
-0.309 -3.384 0.843
0.639 1.000 -0.432
-0.272 0.994 -1.031
-0.243 1.732 1.945
2.390 -0.936 -0.446
1.468 0.216 -0.466
0.280 0.491 0.785
-0.347 0.452 0.382
-1.854 -0.417 -0.178

The LUMO energy is -3.160 eV. As for the total charge: +1. Its SMILES is C/C(S)=C/[NH2+]CN. As for the calculated total energy: -18133.644 eV. For the HOMO energy, the calculation gives -13.2 eV. The relative energy (zero: lowest compared OMol25 entry of this formula, charge and spin) comes out at 181.0 kJ/mol. The spin multiplicity is 1. The value obtained for the gap between HOMO and LUMO is 10.04 eV.

This record from the Open Molecules 2025 dataset describes 2 unconnected molecules or ions with the total composition C4H11N2S at a distorted geometry. The level of theory is ωB97M-V/def2-TZVPD.

Each line ends with the Löwdin charge.
CARTESIAN COORDINATES (ANGSTROEM)
H (-3.72138, 1.48310, 0.96997)  0.124
H (5.79001, 1.48885, -0.21380)  0.092
H (-2.45612, 2.52280, 0.57548)  0.068
H (-1.00273, -2.25663, -1.31016)  0.139
H (-2.53880, 1.17083, -1.50517)  0.167
C (-2.63834, 1.50067, 0.65939)  -0.021
H (4.86372, 1.40980, 1.31298)  0.084
C (-2.27377, 0.70646, -0.54614)  -0.027
H (-1.35149, -0.70816, 0.63191)  0.237
S (2.49468, -0.19337, 0.18191)  0.468
N (3.83215, 0.57612, -0.37142)  -0.613
C (4.88533, 1.10347, 0.26762)  0.006
H (0.26724, -1.04030, -1.22600)  0.028
C (-0.82802, -1.11996, -1.35134)  -0.075
H (-1.97213, 1.09182, 1.52311)  0.128
H (4.02920, 0.71371, -1.34248)  0.083
H (-1.09965, -1.08509, -2.38915)  0.095
N (-1.47886, -0.30352, -0.39424)  0.017

Atomic forces in eV per Å
0.935 -0.487 -0.497
-0.731 -0.395 -0.710
0.674 1.753 -0.650
-0.176 1.539 1.275
0.349 -0.956 -0.069
-0.150 -2.791 2.440
-0.449 -0.971 0.042
0.847 0.781 0.853
-0.219 1.588 -2.568
-1.069 -0.287 0.359
4.314 2.061 1.342
-1.660 0.277 0.061
-0.422 0.353 -0.119
1.526 -3.455 -1.347
-1.441 0.886 -1.187
-0.526 -0.699 -1.092
-0.327 1.549 -0.471
-1.475 -0.747 2.337

The LUMO energy (alpha / beta) is -4.513 / -4.513 eV. As for the total charge: +1. As for the calculated total energy: -18132.388 eV. For the HOMO energy (alpha / beta), the calculation gives -11.0 / -11.0 eV. The relative energy (zero: lowest compared OMol25 entry of this formula, charge and spin) comes out at 302.1 kJ/mol. The spin multiplicity is 1. The value obtained for the gap between HOMO and LUMO (alpha / beta) is 6.52 / 6.52 eV.

This record from the Open Molecules 2025 dataset describes a gas-phase ion, C4H11N2S (charge +1) at a distorted geometry. The level of theory is ωB97M-V/def2-TZVPD.

Each line ends with the Löwdin charge.
CARTESIAN COORDINATES (ANGSTROEM)
C (-0.82447, -0.29514, 0.52791)  -0.517
H (1.50714, 0.28016, -1.54669)  0.092
H (1.58628, 1.42454, 0.43174)  0.138
H (1.65004, -2.26124, -0.43744)  0.148
H (0.83601, 2.54331, -0.60857)  0.158
S (-2.67901, -0.35122, -0.14562)  0.754
H (-0.97315, -0.65217, 1.56713)  0.139
C (0.62118, 1.54808, -0.09435)  -0.051
H (-2.70026, -1.66781, -0.41355)  -0.125
H (1.75553, -1.24052, 0.94771)  0.071
H (0.45339, -2.39870, 0.75619)  0.085
C (0.57030, 0.40722, -1.18682)  -0.107
N (-0.68175, 1.25624, 0.64031)  0.095
N (0.10436, -0.69193, -0.38092)  -0.222
C (0.99937, -1.59597, 0.30993)  -0.061
H (-1.43631, 1.57767, 0.15327)  0.062
H (-0.21024, 0.47273, -2.06795)  0.174
H (-0.57842, 1.64473, 1.54772)  0.167

Atomic forces in eV per Å
-4.132 1.457 0.320
2.790 -0.810 -1.316
-1.149 -0.460 0.808
-1.417 1.669 0.978
-1.545 -0.819 0.996
0.987 -0.012 0.361
1.093 -0.456 -0.934
0.825 0.386 -3.308
0.175 0.111 0.040
0.617 1.203 1.215
-0.615 -0.132 0.678
-4.071 0.994 0.692
4.597 -0.725 0.286
1.052 -2.032 1.288
2.321 -3.316 -3.565
-2.522 2.019 -1.548
1.595 0.708 1.706
-0.601 0.215 1.304

The LUMO energy is -3.299 eV. As for the total charge: +1. Its SMILES is CN1CC[NH2+][C@H]1S. As for the calculated total energy: -18132.913 eV. For the HOMO energy, the calculation gives -13.5 eV. The relative energy (zero: lowest compared OMol25 entry of this formula, charge and spin) comes out at 251.5 kJ/mol. The spin multiplicity is 1. The value obtained for the gap between HOMO and LUMO is 10.21 eV.

This record from the Open Molecules 2025 dataset describes 2 unconnected molecules or ions with the total composition C4H11N2S at a distorted geometry. The level of theory is ωB97M-V/def2-TZVPD.

Each line ends with the Löwdin charge.
CARTESIAN COORDINATES (ANGSTROEM)
H (0.57709, -0.29943, 1.74270)  0.106
N (0.97409, 1.63935, 0.07413)  -0.335
H (0.91508, 1.57276, 1.06764)  0.070
H (-1.02029, -1.20672, 2.22970)  0.088
H (0.50623, -0.05295, -2.51809)  0.092
C (0.66155, 0.68196, -0.74175)  -0.262
C (-0.40875, -1.47166, 0.18322)  -0.061
H (-2.12304, -1.63732, -1.26655)  0.132
H (0.92624, 1.77358, -2.44089)  0.107
S (2.03637, 2.95862, -0.51152)  0.787
H (-2.44230, -1.77099, 0.66976)  0.146
C (-1.81933, -1.24687, -0.19833)  -0.099
H (1.73701, 4.01419, 0.41597)  -0.064
H (0.31719, -1.98137, -0.40494)  0.094
C (-0.05385, -1.32224, 1.67838)  -0.066
H (-2.26805, -0.29567, -0.04181)  0.076
H (0.58353, -2.11869, 2.14514)  0.103
N (0.90123, 0.76347, -2.08274)  0.086

Atomic forces in eV per Å
-1.461 -2.457 0.222
0.939 1.537 -0.916
-0.176 -0.366 0.490
1.072 0.031 -0.168
0.029 0.608 -1.047
-0.552 -2.117 -0.652
0.530 2.591 1.675
0.646 0.696 2.289
0.004 -2.216 -0.199
-0.371 1.003 1.254
1.121 0.240 -1.938
-1.480 -3.045 -0.452
-0.032 -1.652 -1.170
0.053 -0.487 -0.664
0.452 1.941 -0.440
0.359 1.294 -0.052
-0.617 0.597 -0.807
-0.516 1.801 2.574

The LUMO energy is -5.037 eV. As for the total charge: +1. As for the calculated total energy: -18131.325 eV. For the HOMO energy, the calculation gives -13.2 eV. The relative energy (zero: lowest compared OMol25 entry of this formula, charge and spin) comes out at 404.7 kJ/mol. The spin multiplicity is 1. The value obtained for the gap between HOMO and LUMO is 8.16 eV.

This record from the Open Molecules 2025 dataset describes a gas-phase ion, C4H11N3 (charge -1) at a distorted geometry. The level of theory is ωB97M-V/def2-TZVPD.

Each line ends with the Mulliken spin population.
CARTESIAN COORDINATES (ANGSTROEM)
N (-1.01768, 0.45028, 0.19403)  -1.038
H (1.96207, 1.66527, 0.19969)  -0.409
C (1.43345, 0.76851, 0.58527)  -0.152
H (0.90262, 1.05814, 1.53108)  0.003
H (2.09429, -1.23761, 1.01077)  -0.003
H (0.58901, -0.86281, -0.28937)  0.595
H (0.48915, 0.62617, -1.34470)  -0.003
C (-2.11645, -0.24038, -0.45199)  2.194
H (3.03340, -0.30584, -0.11613)  -0.154
H (3.23995, -0.18083, 1.75207)  -0.388
C (2.57273, -0.24896, 0.87466)  0.640
H (-1.09804, 0.18630, 1.16692)  -0.094
N (-2.00203, -0.43031, -1.78263)  -0.343
H (-2.78647, -0.87639, -2.22874)  -0.192
N (-3.13932, -0.55975, 0.24601)  -0.386
C (0.35004, 0.21981, -0.30164)  1.289
H (-3.00550, -0.33902, 1.22621)  -0.071
H (-1.50121, 0.30739, -2.27153)  -0.488

Atomic forces in eV per Å
-0.403 -0.584 -1.065
-0.762 -0.194 0.089
0.498 1.291 2.471
0.770 0.023 -0.539
0.186 0.237 -0.004
-0.583 0.242 -0.695
-0.412 -0.506 0.850
0.878 1.414 2.131
0.853 -0.261 0.398
-0.151 0.789 -0.649
-1.414 -1.028 -0.619
0.302 0.199 0.070
0.390 -0.118 -0.274
-0.060 0.250 -0.080
-0.620 -0.537 -0.645
0.446 -0.837 -1.208
0.125 -0.074 0.032
-0.042 -0.306 -0.264

The LUMO energy (alpha / beta) is 4.070 / 4.172 eV. The expectation value of S² is 0.7503. As for the total charge: -1. As for the calculated total energy: -8795.014 eV. For the HOMO energy (alpha / beta), the calculation gives 1.3 / -5.2 eV. The relative energy (zero: lowest compared OMol25 entry of this formula, charge and spin) comes out at 44.1 kJ/mol. The spin multiplicity is 2. The value obtained for the gap between HOMO and LUMO (alpha / beta) is 2.78 / 9.41 eV.

This record from the Open Molecules 2025 dataset describes a gas-phase ion, C4H11N3 (charge -1) at a distorted geometry. The level of theory is ωB97M-V/def2-TZVPD.

Each line ends with the Mulliken spin population.
CARTESIAN COORDINATES (ANGSTROEM)
H (2.25838, 0.18602, -1.37721)  -0.568
H (2.11696, -1.19033, 0.64184)  -0.642
N (-2.02039, 0.87744, -0.49831)  -0.354
H (1.57496, -1.84030, -2.45573)  -0.051
C (-1.42124, 1.31959, 0.54202)  1.896
H (0.58037, 0.54882, -1.27354)  0.193
H (-1.73483, -0.06172, -0.73670)  -0.073
C (1.41516, -0.37455, 0.49988)  1.664
H (-0.08126, 1.35136, 1.98613)  -0.593
H (0.15219, -1.08658, 2.07623)  -1.036
H (1.76483, 0.62538, 0.77079)  -0.159
H (-1.57832, 2.37199, 0.76859)  -0.689
H (-0.02242, -1.52093, -2.08429)  -0.023
N (0.92954, -1.40220, -1.82557)  0.007
C (1.30065, -0.23988, -1.06055)  0.448
N (-0.67517, 0.67781, 1.48994)  0.062
H (-0.62500, -1.20879, 0.54640)  0.207
C (0.02327, -0.56008, 1.12408)  0.709

Atomic forces in eV per Å
0.059 -0.325 -0.340
0.061 0.035 0.711
0.210 0.437 -0.229
0.111 0.231 0.046
-0.601 0.080 -0.094
-0.016 0.180 0.080
-0.067 -0.435 0.185
-1.418 0.425 -2.420
-0.021 -0.220 0.221
0.000 -0.129 0.061
0.513 -0.278 0.588
-0.030 0.036 0.294
-0.406 0.166 -0.198
0.434 -0.762 0.518
0.057 0.859 0.492
0.537 0.055 -1.249
-0.085 0.028 -0.250
0.664 -0.382 1.582

The LUMO energy (alpha / beta) is 4.026 / 3.930 eV. The expectation value of S² is 0.7504. As for the total charge: -1. As for the calculated total energy: -8794.607 eV. For the HOMO energy (alpha / beta), the calculation gives 1.3 / -5.3 eV. The relative energy (zero: lowest compared OMol25 entry of this formula, charge and spin) comes out at 83.4 kJ/mol. The spin multiplicity is 2. The value obtained for the gap between HOMO and LUMO (alpha / beta) is 2.69 / 9.26 eV.

> Among the records above, which one has the highest relative energy (zero: lowest compared OMol25 entry of this formula, charge and spin)?

number 4